C23H34BrN3PdSb2 | the ωB97M-V functional and the def2-TZVPD basis

Each line ends with the Löwdin spin population.
Positions of all 64 atoms, in Å:
C  2.541  -0.753  -1.539  0.022
H  4.431  1.269  -2.744  0.000
C  -3.210  -1.685  -2.008  0.003
H  -3.647  -0.316  1.086  0.000
H  -0.880  1.514  -4.147  0.005
H  -1.074  -2.009  -2.329  0.000
N  1.907  0.422  2.186  0.053
H  -4.759  -3.475  0.408  0.000
C  3.173  0.038  2.392  0.004
H  6.022  0.829  3.541  0.000
H  -2.950  -0.030  2.705  0.000
H  5.487  -0.399  4.684  0.000
C  -1.028  -2.996  2.976  0.054
H  3.816  1.618  5.291  0.000
H  -1.115  -2.391  3.876  0.000
C  -3.152  -0.775  1.940  0.005
C  1.975  1.707  4.209  0.003
C  -3.360  -2.501  -0.887  0.002
C  1.367  1.230  3.071  0.008
H  5.602  -0.786  2.968  0.000
Sb  -1.188  0.572  -1.696  0.141
H  1.775  3.469  -0.378  0.000
C  -5.771  -2.345  -1.100  0.002
H  -0.051  -3.468  2.936  0.000
C  -1.853  -1.275  -2.529  0.026
C  -2.944  1.735  -1.627  0.035
C  -4.347  -1.222  -2.665  0.002
C  3.912  0.443  3.493  0.002
Sb  -1.371  -1.734  1.315  0.150
C  -4.643  -2.821  -0.450  0.004
C  5.334  -0.007  3.679  0.001
H  -2.516  -3.911  0.496  0.004
H  -3.310  1.863  -2.644  0.005
H  0.657  0.768  -3.640  0.000
H  -6.756  -2.616  -0.746  0.000
H  3.604  -0.624  1.649  0.000
N  1.876  1.445  -0.687  0.067
C  3.929  4.163  -2.017  0.001
N  2.248  2.730  -0.872  0.004
C  -0.159  1.421  -3.336  0.035
H  -1.383  -3.440  -0.764  0.000
H  4.435  4.586  -1.150  0.000
H  4.663  4.041  -2.809  0.000
H  -3.814  -1.537  2.354  0.002
H  3.504  -1.259  -1.597  0.001
H  -4.230  -0.615  -3.557  0.000
C  -5.620  -1.543  -2.221  0.004
H  2.024  -1.172  -0.665  0.013
H  -1.873  -1.093  -3.604  0.003
Pd  0.252  0.247  0.481  1.175
H  -2.717  2.707  -1.194  0.000
H  3.179  4.878  -2.357  0.000
C  3.313  2.844  -1.693  0.001
H  1.469  2.366  4.899  0.002
Br  -0.421  1.747  2.593  0.116
H  -3.698  1.226  -1.031  0.000
H  1.975  -1.037  -2.429  0.000
C  2.704  0.728  -1.437  0.005
C  3.281  1.285  4.409  -0.001
H  -1.813  -3.751  2.958  0.006
H  0.241  2.400  -3.080  0.000
C  -2.191  -3.079  -0.131  0.035
C  3.635  1.559  -2.079  0.001
H  -6.488  -1.183  -2.757  0.000

Lowest unoccupied orbital energy (alpha / beta)   -5.01 / -8.19 eV
<S²>   2.01
Net charge   +2
Gap between HOMO and LUMO (alpha / beta)   8.037 / 5.467 eV
Energy above the lowest of the compared OMol25 structures with the same formula, charge and spin   0.7 kcal/mol
HOMO (alpha / beta)   -13.045 / -13.655 eV
2S+1   3